Entry from OMol25: a structure of composition C6H11N3 (the ωB97M-V functional and the def2-TZVPD basis).

Calculated values
E_tot, hartree: -399.33194
LUMO, eV: 0.79
Orbital gap, eV: 9.24
Max |F|, eV Å⁻¹: 5.86

Geometry (Å):
1 N -2.188 0.118 -1.480
2 N -0.035 0.804 -0.949
3 N 1.303 -1.774 0.067
4 C -0.728 0.788 0.404
5 C -0.972 0.238 -1.766
6 C 1.307 0.611 -0.633
7 C 1.342 -0.384 0.568
8 C 0.041 -0.204 1.265
9 C -2.215 0.548 -0.079
10 H 2.246 -2.095 -0.129
11 H -2.528 1.850 0.153
12 H 0.197 -0.035 2.315
13 H 1.084 -2.347 1.033
14 H -0.688 -0.342 -2.654
15 H -0.565 1.924 0.690
16 H -2.985 0.021 0.668
17 H -0.537 -1.342 0.855
18 H 2.091 -0.002 1.348
19 H 2.081 0.048 -1.412
20 H 1.748 1.573 -0.266